1.
H13O6 | ωB97M-V/def2-TZVPD

```
19
Properties=species:S:1:pos:R:3:forces:R:3:lowdin_spin:R:1
O 3.28269 1.04420 -0.22761 -1.42 0.35 -0.26 0.000
H 2.89446 1.82545 -0.66591 0.37 -0.35 -0.20 0.000
H 3.96617 1.44578 0.30901 0.55 -0.13 0.48 0.000
O -1.70270 -5.58994 -1.56540 1.54 3.35 1.12 0.704
H -2.12638 -6.38843 -1.64254 -2.65 -4.55 0.74 0.017
H -1.45356 -5.51463 -2.48026 1.07 1.04 -1.94 0.011
O 0.09299 2.94323 2.74318 1.26 -0.72 -0.21 0.000
H -0.77498 3.27991 2.77869 -1.82 0.65 -0.15 0.000
H 0.47120 3.24856 3.57184 0.45 -0.15 0.12 0.000
O 0.09692 -0.72540 -0.00791 -0.24 -0.43 -0.78 0.002
H -0.15644 -1.63305 0.04661 -0.29 -0.96 0.30 0.000
H -0.10003 -0.41587 -0.88635 -0.21 -0.10 -0.92 0.000
O -2.25444 0.87231 -1.87790 1.03 -2.68 -0.09 0.262
H -2.74698 0.02116 -1.92829 0.80 0.07 -0.14 0.001
H -3.00509 1.40562 -1.80624 -1.91 2.57 0.21 0.004
O 0.92123 1.18593 0.92492 0.50 -1.73 -2.50 0.000
H 0.26249 0.50032 0.59319 0.20 0.21 0.89 0.000
H 1.83136 0.76202 0.52250 -0.09 2.05 1.60 0.000
H 0.50108 1.73281 1.59846 0.85 1.52 1.73 0.000
```
Forces are in eV/Å.

## Properties
net charge = +2
calculated total energy = -458.40401 hartree
frontier orbital gap (alpha / beta) = 11.578 / 2.209 eV
maximum force = 5.32 eV/A
LUMO energy (alpha / beta) = -0.239 / -0.567 hartree
2S+1 = 2
HOMO energy (alpha / beta) = -0.6646 / -0.6479 hartree

=====

2.
C14H21MnN5O4S | ωB97M-V/def2-TZVPD

```
46
Properties=species:S:1:pos:R:3:forces:R:3:lowdin_spin:R:1
Mn 0.38875 -0.23964 0.36257 0.16 0.12 -0.08 3.844
C -2.23774 2.67193 2.09988 -0.03 0.00 -0.02 0.003
C -1.50944 1.68114 1.26186 0.11 -0.02 0.07 0.027
N -0.38129 1.14726 1.59923 -0.06 0.02 -0.12 -0.045
N 0.18891 1.48787 2.78347 0.07 0.07 0.14 -0.005
C 1.35952 0.92898 2.96373 -0.11 -0.08 -0.14 -0.004
N 2.00946 1.19038 4.10226 0.02 0.03 -0.01 -0.005
S 2.15944 -0.13859 1.82272 -0.01 -0.02 0.04 -0.029
C -2.04659 1.23113 -0.03640 0.01 -0.03 0.01 0.005
C -3.22257 1.70710 -0.58526 -0.06 0.03 0.00 0.003
C -3.63482 1.21494 -1.81710 0.03 -0.02 0.00 0.006
C -2.86527 0.26217 -2.46263 -0.07 0.04 0.00 0.003
C -1.70198 -0.17221 -1.85097 0.04 -0.03 0.01 0.007
N -1.30752 0.30389 -0.67450 -0.09 -0.04 -0.02 0.004
H -1.65177 2.91957 2.97689 0.00 0.01 0.01 0.000
H -3.19868 2.26031 2.41730 0.01 0.00 -0.02 0.001
H -2.43776 3.57963 1.52787 0.00 -0.01 -0.01 0.001
H 1.60274 1.82358 4.76980 0.00 -0.01 0.00 -0.001
H 2.90977 0.78679 4.28317 0.01 0.00 0.01 -0.001
H -3.80883 2.44772 -0.06049 0.01 -0.01 -0.01 0.000
H -4.55167 1.57437 -2.26480 0.01 0.00 0.00 0.000
H -3.15528 -0.14581 -3.42005 0.00 0.00 0.01 0.000
H -1.06654 -0.92331 -2.30306 0.01 -0.01 0.01 0.000
C 1.99547 0.83752 -3.55349 -0.02 0.04 0.02 0.001
C 2.24036 0.33727 -2.14190 -0.08 -0.06 -0.01 0.003
C 3.71144 0.41096 -1.75476 -0.02 0.01 0.00 0.000
O 1.44364 1.11303 -1.20897 -0.01 -0.01 -0.04 0.047
C 1.78060 -1.12545 -2.00833 0.29 0.10 0.09 0.007
O 2.08712 -1.93786 -2.84140 -0.17 0.03 0.11 0.011
O 1.10253 -1.42753 -0.90921 -0.05 -0.07 -0.09 0.039
H 2.35361 1.86373 -3.65293 0.00 -0.02 0.00 0.000
H 0.93070 0.81516 -3.78863 0.01 0.01 -0.01 0.000
H 2.52288 0.20591 -4.26414 0.00 -0.01 -0.02 0.000
H 4.06182 1.44462 -1.81861 0.00 -0.01 -0.01 0.000
H 4.30271 -0.19272 -2.44139 -0.01 0.00 0.01 0.000
H 3.86821 0.04898 -0.73876 0.01 0.00 0.01 0.000
H 1.93421 1.90835 -0.97106 0.01 -0.02 0.04 0.002
C -1.33088 -3.76088 2.49220 0.01 0.02 0.00 0.003
C -0.59612 -3.00896 1.42534 0.01 0.05 -0.16 0.009
N 0.15505 -3.69318 0.56861 -0.03 0.04 0.12 0.002
O -0.72485 -1.76800 1.34325 -0.03 -0.15 0.03 0.061
H -0.97735 -4.78322 2.60320 0.00 0.00 0.00 0.001
H -2.39149 -3.77739 2.23793 0.02 0.01 -0.01 0.000
H -1.22344 -3.22554 3.43298 0.00 -0.01 0.01 0.000
H 0.26576 -4.68694 0.66310 0.00 -0.01 -0.01 0.000
H 0.64715 -3.19707 -0.16853 0.01 0.01 -0.02 0.000
```
Forces are in eV/Å.

## Properties
net charge = +1
calculated total energy = -2669.95838 hartree
frontier orbital gap (alpha / beta) = 7.432 / 7.696 eV
maximum force = 0.32 eV/A
LUMO energy (alpha / beta) = -0.150 / -0.144 hartree
2S+1 = 5
HOMO energy (alpha / beta) = -0.4228 / -0.4265 hartree

=====

3.
C4H11N2S | ωB97M-V/def2-TZVPD

```
18
Properties=species:S:1:pos:R:3:forces:R:3:lowdin_spin:R:1
N -0.72535 -1.10969 -0.98198 -0.55 1.08 -0.41 0.003
C 0.30069 -0.24329 -0.30355 0.03 -1.61 -1.03 0.004
C 0.20713 1.22378 -0.72518 -0.02 0.45 1.15 0.001
S 0.83889 1.69310 -2.35838 -0.12 -0.13 -0.10 0.011
C 0.19979 -0.36102 1.24370 -1.05 0.77 -0.47 0.048
N -0.48142 -1.50747 1.81987 0.58 -0.16 -0.45 0.013
C -0.97500 -1.33844 3.15797 -1.50 -1.32 0.91 0.508
H -0.28951 -1.64269 -1.72002 0.54 -0.32 0.16 0.001
H -1.22121 -0.44886 -1.58065 -0.43 0.02 0.24 0.001
H 1.21901 -0.63105 -0.75969 0.49 0.27 0.77 0.001
H 0.71697 1.77085 0.08930 0.32 -0.01 -0.36 0.001
H -0.82737 1.57234 -0.54087 -0.04 -0.33 -0.39 0.002
H 1.17665 -0.21009 1.71488 0.10 0.36 -0.06 0.026
H -0.45300 0.50471 1.43653 0.28 -0.14 0.70 0.011
H 0.18705 -2.26147 1.89605 0.01 -0.19 -0.30 0.047
H -1.10699 -2.36800 3.58151 0.77 0.53 0.23 0.138
H -0.45885 -0.65492 3.83386 0.35 -0.06 0.07 0.097
H -2.05568 -1.10739 3.26486 0.21 0.78 -0.65 0.087
```
Forces are in eV/Å.

## Properties
net charge = -2
calculated total energy = -666.55302 hartree
frontier orbital gap (alpha / beta) = 1.985 / 5.974 eV
maximum force = 2.19 eV/A
LUMO energy (alpha / beta) = 0.210 / 0.207 hartree
2S+1 = 2
HOMO energy (alpha / beta) = 0.1371 / -0.0130 hartree

=====

4.
C32H46BrF4HgINO7P2S6 | ωB97M-V/def2-TZVPD

```
101
Properties=species:S:1:pos:R:3:forces:R:3:lowdin_spin:R:1
Hg 0.30240 1.14904 -0.54088 0.17 0.11 0.08 0.003
C 0.47825 -0.76349 5.65914 -1.27 0.24 0.55 0.000
C 0.61887 -0.34017 4.21899 0.41 -0.74 -0.59 0.000
C 2.01329 0.19122 3.96299 0.37 0.30 -0.16 0.000
O 0.42957 -1.52474 3.39138 0.52 0.10 0.69 0.000
P -0.43533 -1.29829 1.99313 -1.07 0.97 0.01 0.000
O 0.15739 0.00073 1.52490 -0.47 -0.38 -0.24 0.001
C 0.21431 -2.87967 1.36086 -0.17 0.12 -0.22 0.000
P 0.96922 -2.75119 -0.26657 0.63 0.38 -0.81 0.000
O 1.08943 -1.43716 -0.91917 -0.22 0.00 0.21 0.000
O 0.15267 -3.71574 -1.23090 0.26 0.42 0.16 0.000
C -0.05153 -5.11304 -1.05984 0.06 -0.19 -0.04 0.000
C -1.52431 -5.30727 -1.37261 -0.05 -0.20 0.19 0.000
C 0.82149 -5.84901 -2.07944 0.12 0.16 0.50 0.000
O 2.38466 -3.49135 -0.11193 0.12 -0.17 0.29 0.000
C 3.67933 -2.77470 -0.04796 -0.55 -0.21 -0.26 0.000
C 4.02781 -2.33250 -1.45372 -0.12 0.36 -0.20 0.002
C 3.63599 -1.66257 0.95309 0.23 1.01 0.24 0.003
O -1.84290 -1.07465 2.89656 -0.11 -0.08 -0.65 0.000
C -2.58588 -2.13511 3.48023 0.45 -0.88 -0.26 0.000
C -3.53294 -1.56047 4.53292 0.78 0.14 0.08 0.000
C -3.41874 -2.92406 2.44329 -0.30 1.30 0.17 0.000
H 0.63971 0.09907 6.32556 0.07 -0.27 -0.16 0.000
H 1.13789 -1.57806 5.94394 0.33 -0.01 -0.16 0.000
H -0.55150 -1.12229 5.84074 0.30 0.12 -0.03 0.000
H -0.14425 0.39068 3.92115 0.28 -0.01 0.32 0.000
H 2.77736 -0.57148 4.19206 -0.30 0.16 0.07 0.000
H 2.20336 1.08466 4.57092 0.01 -0.15 -0.02 0.000
H 2.13646 0.48234 2.92114 -0.12 0.01 -0.03 0.000
H -0.61347 -3.55757 1.24864 -0.37 -0.41 0.05 0.000
H 0.92521 -3.26774 2.05079 0.56 -0.38 0.48 0.000
H 0.18873 -5.38411 -0.00405 -0.08 -0.08 -0.69 0.000
H -1.69588 -4.92259 -2.37276 -0.11 0.23 -0.12 0.000
H -2.15672 -4.76707 -0.66389 0.05 -0.01 -0.10 0.000
H -1.80962 -6.35582 -1.39338 0.02 -0.23 0.19 0.000
H 0.58938 -5.53804 -3.08939 -0.17 0.29 -0.21 0.000
H 0.65215 -6.90942 -2.02519 -0.18 -0.64 0.13 0.000
H 1.88377 -5.68416 -1.92953 0.10 0.22 0.18 0.000
H 4.39164 -3.51016 0.33639 -0.20 -0.28 -0.27 0.000
H 3.25533 -1.64942 -1.81881 0.07 -0.12 0.12 0.000
H 4.08610 -3.16517 -2.15027 0.00 -0.19 0.02 0.000
H 4.96548 -1.77919 -1.48804 0.16 -0.06 0.17 0.001
H 2.90828 -0.88238 0.70093 0.08 -0.14 -0.08 0.001
H 4.62471 -1.16409 0.94274 -0.40 -0.21 0.21 0.001
H 3.40357 -2.01684 1.96196 0.13 -0.06 -0.08 0.000
H -1.82977 -2.81382 3.92144 -0.43 0.03 0.24 0.000
H -4.13630 -0.81577 4.03354 -0.28 0.32 -0.04 0.000
H -2.98280 -1.08114 5.35265 -0.07 -0.02 -0.23 0.000
H -4.18614 -2.31922 4.96180 0.03 -0.14 -0.09 0.000
H -4.02030 -2.18306 1.88223 0.22 -0.39 0.13 0.000
H -4.09729 -3.61466 2.93467 -0.05 -0.17 0.18 0.000
H -2.81660 -3.45662 1.73567 0.39 -0.25 -0.39 0.000
F 4.71989 5.18942 2.12426 -0.48 -0.07 -0.30 0.000
C 3.47470 4.72546 1.77713 -0.43 -0.33 0.07 0.025
F 2.76067 5.84984 1.37849 0.66 -0.46 -0.35 0.012
F 2.85956 4.44022 2.96640 0.37 -0.25 -0.14 0.010
C 3.55221 3.56492 0.80832 1.10 1.72 0.72 0.138
C 4.86839 3.25158 0.19368 -0.89 -0.92 -0.16 0.279
C 4.91188 2.16366 -0.68557 -1.05 0.02 -0.15 0.039
C 3.73150 1.48313 -1.02905 1.22 1.03 0.89 0.237
N 2.53296 1.82714 -0.41571 -0.53 -0.50 -0.45 0.191
C 2.42266 2.85660 0.45939 0.03 -0.47 -0.45 0.025
S 0.75674 3.15943 1.01390 0.54 -0.08 -0.18 -0.007
H 5.77782 3.77298 0.41162 0.07 0.35 0.34 0.025
H 5.84141 1.84259 -1.15393 -0.06 0.17 0.06 -0.006
H 3.77361 0.69592 -1.76894 -0.45 -0.11 0.11 0.019
C 0.75166 4.64745 -2.26054 -0.17 -0.05 -0.04 0.001
C -0.63980 4.46498 -2.78632 -0.51 -0.13 0.08 0.000
C -0.85702 4.35139 -4.27745 0.15 0.32 -0.35 0.000
O -1.61219 4.41056 -2.06243 0.15 0.10 0.13 0.000
H 1.33219 5.23637 -2.95966 0.25 0.26 -0.08 0.000
H 1.25468 3.68883 -2.14784 -0.01 -0.29 -0.16 0.000
H 0.72103 5.06164 -1.26192 0.02 0.26 0.14 0.000
H -0.80862 5.33807 -4.76323 -0.01 -0.05 0.28 0.000
H -1.83814 3.92232 -4.46438 0.01 -0.05 0.02 0.000
H -0.08443 3.75291 -4.74301 0.16 -0.26 -0.06 0.000
Br -6.09373 1.59661 -1.38950 -0.25 0.41 -0.10 0.000
C -5.12485 3.07333 -0.67517 0.84 -0.17 0.30 0.000
C -5.59388 4.37040 -0.79932 -0.73 0.23 -0.28 0.000
C -4.87532 5.41798 -0.23819 -0.26 0.46 -0.16 0.000
C -3.69487 5.17555 0.42940 0.42 -0.34 0.09 0.000
C -3.18162 3.88744 0.53077 -0.38 0.00 -0.30 0.000
C -3.89948 2.82141 -0.03290 0.02 0.01 0.27 0.000
I -3.10629 0.88975 0.17921 0.03 0.26 0.07 0.000
H -6.53430 4.59334 -1.32507 0.49 -0.31 0.24 0.000
H -5.22501 6.45212 -0.34741 0.01 -0.49 0.03 0.000
H -3.12117 5.98611 0.84955 0.04 0.16 0.03 0.000
H -2.21103 3.75376 1.01067 -0.30 -0.25 -0.18 0.000
F -1.55705 -1.51464 0.59129 0.18 0.16 0.24 0.000
C -3.38637 0.03164 -4.17833 -0.31 -0.03 -0.96 0.000
S -2.62200 -1.31970 -3.26808 -0.34 0.15 0.41 0.000
C -0.96284 -1.30724 -3.79680 0.10 -0.15 0.07 0.000
C -0.01869 -0.35661 -3.60383 -0.26 -0.42 -0.24 0.000
S -0.29701 1.22930 -2.98965 0.01 0.13 0.22 -0.001
S 1.57812 -0.85014 -4.13748 0.04 0.30 0.03 0.002
C 1.22008 -2.44220 -4.63324 0.09 -0.69 0.27 0.000
S 2.36011 -3.57427 -5.10004 -0.17 0.27 -0.11 0.000
S -0.44696 -2.83154 -4.45538 0.37 0.20 -0.24 0.000
H -4.44801 0.03196 -3.89379 0.36 0.12 0.13 0.000
H -3.35325 -0.16409 -5.26474 0.07 0.01 0.38 0.000
H -2.91949 0.99965 -3.99323 -0.06 -0.15 0.31 0.000
```
Forces are in eV/Å.

## Properties
net charge = -2
calculated total energy = -8325.11592 hartree
frontier orbital gap (alpha / beta) = 3.081 / 5.857 eV
maximum force = 2.17 eV/A
LUMO energy (alpha / beta) = 0.137 / 0.137 hartree
2S+1 = 2
HOMO energy (alpha / beta) = 0.0241 / -0.0779 hartree

=====

5.
C11H5AgF17NO5S2 | ωB97M-V/def2-TZVPD

```
42
Properties=species:S:1:pos:R:3:forces:R:3:lowdin_spin:R:1
O 3.32532 -0.68398 2.22135 1.99 2.17 -5.07 0.141
S 4.00821 0.12244 1.04826 -0.60 0.33 8.20 -0.050
O 4.80491 1.25710 1.72893 -2.15 -3.43 -3.78 0.146
C 5.00926 -1.11302 0.07595 3.81 -0.50 -1.33 -0.006
C 6.69662 -0.54745 -0.02955 2.40 -1.10 -2.74 -0.002
C 7.51580 -1.04182 -1.47899 1.41 -1.60 5.44 0.000
O 7.78688 -1.66720 0.01782 -4.35 3.37 -0.87 0.000
N 2.75515 0.83319 0.04211 -0.49 -0.19 0.69 0.679
S 1.36628 1.32425 1.02959 1.88 -2.20 9.20 -0.015
O 1.92380 2.01305 2.33625 -2.40 -1.90 -6.04 0.061
O 0.50183 0.11206 1.41296 2.18 4.15 -2.92 0.054
C 0.50595 2.68267 0.06330 1.23 5.59 -0.97 -0.006
F -0.29935 3.62389 0.93219 2.44 -4.09 -2.99 -0.001
F 1.65802 3.57346 -0.37000 -3.56 -3.03 1.25 0.002
C -0.20612 2.25375 -1.31878 1.07 1.42 -3.59 -0.001
F -0.68463 3.47001 -2.07770 1.50 -4.09 3.02 0.000
F 0.87382 1.67515 -2.20472 -3.55 1.60 3.20 -0.001
C -1.42483 1.18537 -1.31114 -0.23 -2.69 -2.92 0.000
F -0.98447 -0.25095 -1.14333 -1.21 4.63 -0.21 0.000
F -1.91139 1.23155 -2.74728 1.08 -0.11 5.06 0.000
C -2.63209 1.42663 -0.23778 0.12 3.90 1.44 0.000
F -3.04654 2.86890 -0.44036 1.38 -4.90 0.50 0.000
F -2.16376 1.41177 1.19973 -1.41 -0.53 -4.88 0.000
C -3.96373 0.50390 -0.39057 -3.20 0.70 -1.93 0.000
F -4.07897 -0.30226 -1.62530 0.85 2.42 3.89 0.000
F -5.12472 1.47447 -0.46070 3.82 -3.56 0.44 0.000
C -4.32410 -0.49959 0.84839 -2.04 2.62 2.78 0.000
F -3.20389 -1.29176 1.39533 -2.45 7.44 -3.04 0.000
F -4.78750 0.39005 1.98131 1.92 -3.18 -3.85 0.000
C -5.57422 -1.52451 0.59893 -3.75 0.40 1.65 0.000
F -6.06819 -1.88990 1.98191 1.96 1.13 -4.32 0.000
F -6.76656 -0.91131 -0.06686 4.77 -1.77 2.34 0.000
C -5.26325 -2.92049 -0.15699 -2.68 -3.38 -2.97 0.000
F -6.26795 -3.06202 -1.27728 4.04 0.47 4.13 0.000
F -3.93985 -3.09515 -0.77132 -4.13 0.64 2.62 0.000
F -5.59628 -4.05446 0.78442 1.99 3.76 -3.18 0.000
H 5.21185 -2.13590 0.65734 -1.31 2.46 -0.91 -0.001
H 4.68345 -1.27845 -1.03525 0.19 0.50 2.36 0.000
H 6.95743 0.59341 0.42261 -0.75 -3.62 -1.18 0.000
H 8.65844 -0.71140 -1.47950 -3.02 0.02 -1.34 0.000
H 7.13589 -1.97892 -2.06736 0.57 2.38 0.79 0.000
Ag -3.06656 -3.06656 1.91201 0.69 -6.23 2.03 0.000
```
Forces are in eV/Å.

## Properties
net charge = +1
calculated total energy = -3493.05524 hartree
frontier orbital gap (alpha / beta) = 6.431 / 6.083 eV
maximum force = 9.65 eV/A
LUMO energy (alpha / beta) = -0.225 / -0.238 hartree
2S+1 = 2
HOMO energy (alpha / beta) = -0.4618 / -0.4612 hartree

=====

6.
C4H7NO | ωB97M-V/def2-TZVPD

```
13
Properties=species:S:1:pos:R:3:forces:R:3:nbo_charge:R:1
C 2.11777 1.25101 0.85782 0.06 -0.01 -0.06 -0.622
C 1.80182 0.51129 -0.16701 -0.15 -0.15 -0.15 0.430
N 1.41408 -0.18986 -1.09693 0.15 0.42 0.60 -0.458
C 0.03300 -0.61697 -0.96717 -0.14 -0.20 -0.29 0.091
O -0.50980 -0.22361 0.26103 0.05 -0.05 -0.03 -0.544
C -1.89624 -0.43767 0.31912 -0.33 -0.08 0.04 -0.250
H 2.46605 0.78075 1.76745 0.13 0.10 -0.08 0.241
H 1.89103 2.30835 0.83242 0.19 -0.03 0.02 0.240
H -0.53356 -0.17807 -1.80141 0.07 -0.09 0.04 0.168
H 0.00628 -1.71251 -1.04631 0.01 0.10 -0.13 0.169
H -2.44862 0.41267 -0.10651 0.07 -0.14 0.04 0.172
H -2.18329 -1.34874 -0.22431 -0.02 0.07 0.13 0.167
H -2.15852 -0.55664 1.37179 -0.08 0.06 -0.13 0.197
```
Forces are in eV/Å.

## Properties
calculated total energy = -286.52757 hartree
frontier orbital gap = 10.032 eV
structure (SMILES) = C=C=NCOC
maximum force = 0.75 eV/A
LUMO energy = 0.037 hartree
HOMO energy = -0.3322 hartree

=====

7.
C5H7NO | ωB97M-V/def2-TZVPD

```
14
Properties=species:S:1:pos:R:3:forces:R:3:nbo_charge:R:1
H -0.26858 0.98191 1.92568 -0.22 0.04 0.18 0.343
N -1.22944 0.87542 1.58768 -0.39 1.21 0.06 -0.631
C -1.30222 1.41873 0.45608 -0.21 -0.28 0.48 0.398
O -0.24530 2.00824 -0.18297 0.65 -0.87 -0.55 -0.539
C 0.79127 1.07216 -0.57409 -0.98 0.00 0.68 0.108
C 0.75814 -0.19333 -0.15922 -1.32 0.14 0.73 -0.119
C -0.22168 -1.16427 0.59306 0.36 0.25 -0.44 -0.412
C 1.04041 -1.62931 -0.03523 0.56 -0.39 -0.39 -0.428
H -2.21511 1.33665 -0.13936 0.13 0.33 0.08 0.159
H 1.45709 1.67427 -1.20573 0.03 -0.92 0.36 0.218
H -1.18092 -1.36564 0.10798 0.48 0.06 -0.10 0.221
H -0.33677 -1.27347 1.68286 0.42 0.53 -0.61 0.234
H 1.80558 -1.91080 0.68035 0.16 -0.05 -0.23 0.226
H 0.95059 -2.26465 -0.90317 0.34 -0.04 -0.23 0.222
```
Forces are in eV/Å.

## Properties
calculated total energy = -324.58696 hartree
frontier orbital gap = 10.247 eV
structure (SMILES) = [H]/N=C\OC=C1CC1
maximum force = 1.51 eV/A
LUMO energy = 0.036 hartree
HOMO energy = -0.3408 hartree